{
  "formula": "C22H23BCl3N10OV",
  "method": "the ωB97M-V functional and the def2-TZVPD basis",
  "charge": 3,
  "multiplicity": 2,
  "e_tot_ev": -104043.2035,
  "symbols": ["V", "C", "C", "N", "N", "C", "B", "N", "C", "C", "C", "N", "N", "C", "C", "C", "N", "N", "C", "C", "C", "N", "H", "H", "H", "H", "H", "H", "H", "H", "H", "H", "H", "H", "O", "C", "C", "C", "C", "C", "C", "C", "C", "N", "H", "H", "H", "H", "H", "H", "H", "H", "H", "H", "H", "Cl", "C", "Cl", "Cl", "C", "N"],
  "xyz": [[0.4347, -0.0431, -0.4266], [-0.5235, -1.0783, 3.5185], [0.2400, -1.2874, 2.4122], [-0.2197, -0.5235, 1.3589], [-1.2754, 0.1920, 1.8609], [-1.4767, -0.1201, 3.1270], [-1.9234, 1.3669, 1.0636], [-0.7363, 2.3488, 0.7491], [-0.5900, 3.6624, 0.8500], [0.6501, 4.0378, 0.3215], [1.2102, 2.8713, -0.1193], [0.3732, 1.8240, 0.1411], [-2.3289, 0.7922, -0.3256], [-3.4156, 0.9955, -1.0499], [-3.2113, 0.4806, -2.3403], [-1.9477, -0.0264, -2.3268], [-1.3840, 0.1440, -1.0802], [-3.0404, 1.9617, 1.8060], [-3.0847, 2.9033, 2.8122], [-4.3329, 2.8667, 3.3559], [-5.0087, 1.8489, 2.6440], [-4.2393, 1.2959, 1.7346], [-0.4245, -1.5389, 4.4865], [1.0779, -1.9490, 2.2993], [-2.2776, 0.3430, 3.6850], [-1.3708, 4.2762, 1.2690], [1.0612, 5.0312, 0.2675], [2.1558, 2.7199, -0.6140], [-4.2702, 1.4896, -0.6152], [-3.9098, 0.4898, -3.1593], [-1.3922, -0.4966, -3.1188], [-2.2360, 3.5095, 3.0821], [-4.7063, 3.4608, 4.1723], [-6.0244, 1.5071, 2.7665], [0.1008, -1.7994, -1.8676], [1.0393, -2.8436, -2.2938], [1.0813, -3.9968, -1.3138], [1.1190, -3.4715, 0.1199], [2.2653, -2.5234, 0.2979], [3.5300, -2.9690, 0.6557], [4.5744, -2.0761, 0.8133], [4.3452, -0.7201, 0.5967], [3.0820, -0.3397, 0.2161], [2.0611, -1.2097, 0.0574], [-0.7855, -2.1875, -1.8557], [1.9989, -2.3366, -2.3796], [0.7488, -3.1773, -3.2891], [1.9598, -4.6039, -1.5411], [0.2114, -4.6460, -1.4295], [1.2023, -4.2924, 0.8314], [0.1822, -2.9573, 0.3304], [3.6771, -4.0270, 0.8310], [5.5547, -2.4262, 1.1099], [5.1257, 0.0176, 0.7148], [2.8718, 0.7079, 0.0205], [3.9110, 1.4518, -4.4541], [2.1837, 1.1904, -4.6043], [1.3276, 2.6294, -5.1205], [1.8043, -0.2033, -5.6107], [1.6850, 0.8579, -3.2429], [1.2899, 0.5958, -2.1998]],
  "forces_ev_per_angstrom": [[-1.23, -1.07, 0.00], [-0.11, 0.06, 0.05], [-0.03, -0.01, -0.19], [0.24, 0.13, 0.10], [0.07, 0.09, -0.18], [-0.02, -0.12, 0.04], [0.12, -0.05, -0.09], [0.04, -0.23, 0.04], [-0.01, 0.08, -0.04], [-0.06, 0.04, 0.02], [-0.07, -0.10, -0.06], [0.26, 0.20, -0.07], [0.11, -0.01, 0.12], [-0.07, 0.02, -0.11], [-0.11, 0.05, 0.06], [0.19, -0.07, 0.16], [-0.33, 0.29, -0.11], [-0.18, 0.25, 0.15], [-0.04, -0.17, -0.10], [0.07, -0.03, 0.13], [-0.02, -0.02, 0.02], [0.11, 0.05, -0.11], [0.00, 0.00, 0.00], [0.03, 0.03, 0.02], [0.01, 0.00, 0.02], [0.00, 0.01, -0.01], [0.00, 0.00, 0.01], [0.00, 0.00, 0.00], [-0.01, -0.04, 0.01], [0.00, 0.01, -0.01], [0.01, 0.03, -0.03], [0.01, -0.02, 0.01], [-0.02, 0.05, -0.06], [0.00, 0.00, 0.01], [0.22, -0.02, 0.39], [0.14, 0.05, -0.25], [-0.13, 0.02, 0.00], [0.06, -0.04, 0.06], [-0.05, 0.09, -0.07], [-0.06, -0.07, 0.06], [0.03, 0.07, 0.00], [0.00, -0.06, -0.02], [0.11, -0.04, -0.03], [0.34, 0.22, 0.20], [-0.03, 0.06, 0.11], [0.00, 0.00, 0.03], [-0.05, 0.08, -0.01], [-0.01, -0.01, 0.00], [0.00, 0.01, -0.05], [0.04, -0.03, -0.04], [-0.01, -0.07, 0.09], [0.00, 0.00, 0.00], [0.00, 0.00, -0.01], [0.00, 0.00, 0.00], [0.00, 0.02, 0.04], [0.07, 0.02, -0.02], [-0.15, -0.11, 0.30], [-0.01, 0.06, -0.04], [0.01, -0.02, -0.04], [0.06, 0.08, -0.19], [0.43, 0.26, -0.33]],
  "lowdin_spin": [1.14, -0.01, 0.00, -0.04, 0.00, -0.03, 0.00, 0.00, -0.01, 0.00, 0.00, -0.02, 0.00, -0.01, -0.01, 0.00, -0.03, 0.00, 0.00, 0.00, 0.00, 0.00, 0.00, 0.00, 0.00, 0.00, 0.00, 0.00, 0.00, 0.00, 0.00, 0.00, 0.00, 0.00, 0.00, 0.00, 0.00, 0.00, 0.00, 0.00, 0.01, 0.00, 0.01, -0.01, 0.00, 0.00, 0.00, 0.00, 0.00, 0.00, 0.00, 0.00, 0.00, 0.00, 0.00, 0.00, 0.00, 0.00, 0.00, 0.01, 0.00]
}